No. 1
Density functional theory data (the ωB97M-V functional and the def2-TZVPD basis) for a molecular structure, C14H10Cl5MnN2O.

XYZ file:
```
33
Properties=species:S:1:pos:R:3:forces:R:3:mulliken_spin:R:1
Mn 0.125790 1.105577 0.457991 -0.4502 0.2039 -0.1731 4.96
Cl -3.503951 1.458754 1.817985 0.0213 -0.0295 -0.0047 0.00
C -2.226149 0.732078 2.736923 0.0207 0.1446 -0.0743 -0.04
C -0.931500 0.818374 2.240796 0.0115 -0.2221 -0.0483 0.15
C 0.017224 0.177540 3.000034 0.7090 -0.1500 0.0427 -0.18
Cl 1.685294 0.198433 2.295727 -0.1760 -0.0339 0.1678 0.04
C -0.173912 -0.513962 4.186672 -0.3582 0.1596 -0.0811 -0.02
Cl 1.099869 -1.286678 5.021911 0.0497 0.0013 0.0083 0.00
C -1.488891 -0.546251 4.655463 0.0021 -0.0190 0.0400 0.01
Cl -1.839718 -1.356635 6.122477 0.0005 -0.0010 -0.0045 0.00
C -2.518051 0.072936 3.929458 0.0248 0.0202 0.0648 0.00
Cl -4.125623 0.008047 4.520095 -0.0052 -0.0054 -0.0113 0.00
C 2.993450 3.059732 -1.678487 -0.0070 -0.0564 0.0135 0.00
C 1.861538 2.079653 -1.724302 -0.0458 0.0409 -0.0421 0.00
O 0.830799 2.256653 -1.043502 0.0222 0.0672 0.0498 0.05
N 1.986290 1.030434 -2.534313 0.1292 -0.1028 0.0502 0.01
C 0.937305 0.143348 -3.037495 -0.1104 0.1008 -0.0460 0.00
C 0.124131 -0.802209 -2.162238 0.1042 -0.1510 -0.1250 0.00
C -0.310508 -1.940540 -2.835609 0.0255 -0.0066 0.0653 0.00
C -1.133520 -2.852343 -2.204130 -0.0143 -0.0063 0.0004 0.00
C -1.507366 -2.612670 -0.892230 -0.0009 -0.0044 -0.0490 0.00
C -1.038675 -1.469875 -0.285622 0.0232 0.0250 0.0361 0.00
N -0.241494 -0.569901 -0.896381 0.0695 -0.0479 -0.0325 0.03
H 2.916708 3.656599 -0.775222 0.0187 0.0018 0.0061 0.00
H 2.916069 3.723269 -2.541961 -0.0122 0.0107 0.0088 0.00
H 3.959818 2.558683 -1.717606 0.0028 0.0122 -0.0083 0.00
H 2.827970 1.021127 -3.090253 0.0473 -0.0833 0.0852 0.00
H 1.458586 -0.508712 -3.734818 -0.0611 0.0768 -0.0816 0.00
H 0.231106 0.730063 -3.632699 -0.0421 0.0674 0.1003 0.00
H 0.001214 -2.107017 -3.857902 -0.0040 -0.0077 0.0055 0.00
H -1.471453 -3.735526 -2.729159 -0.0082 -0.0049 0.0134 0.00
H -2.149450 -3.289485 -0.348181 0.0035 0.0034 0.0105 0.00
H -1.312901 -1.239497 0.736576 0.0095 -0.0037 0.0129 -0.01
```
Forces are in eV/Å.

Computed properties:
Total charge: +1
Spin multiplicity: 6
HOMO level (alpha / beta) in Ha: -0.4248 / -0.4255
Energy relative to the best compared isomer or geometry (same formula, charge and spin) in kcal per mole: 2.4
Strongest force on any atom in hartree/bohr: 0.0141
Electronic energy in eV: -113635.638
Frontier orbital gap (alpha / beta) in eV: 8.47 / 8.27

No. 2
Density functional theory data (the ωB97M-V functional and the def2-TZVPD basis) for 2 unconnected molecules or ions with the total composition CH5O2.

XYZ file:
```
8
Properties=species:S:1:pos:R:3:forces:R:3:mulliken_charge:R:1
O -1.244454 0.015837 -1.440122 -0.3424 -0.4881 -0.4725 -0.38
H -2.075822 0.493999 -1.285547 0.0484 0.0519 0.0913 0.43
H -0.729498 -0.291319 -0.621680 0.4778 0.7189 0.3040 0.54
H -0.712121 0.368915 -2.175508 -0.0145 0.0237 0.2126 0.43
O 0.270706 -0.113271 0.588381 -0.1850 -0.3152 -0.0201 -0.49
C 1.318986 -0.064605 1.191629 0.4379 -0.0797 -0.2514 -0.02
H 2.220797 0.381902 0.753971 -0.0829 0.1396 -0.1445 0.23
H 1.453517 -0.497011 2.183123 -0.3392 -0.0510 0.2807 0.26
```
Forces are in eV/Å.

Computed properties:
Total charge: +1
HOMO level in Ha: -0.5739
Energy relative to the best compared isomer or geometry (same formula, charge and spin) in kcal per mole: 8.4
Strongest force on any atom in hartree/bohr: 0.0178
Electronic energy in eV: -5204.306
Frontier orbital gap in eV: 11.23

No. 3
Density functional theory data (the ωB97M-V functional and the def2-TZVPD basis) for 10 unconnected molecules or ions with the total composition H20O10 in a non-equilibrium geometry.

XYZ file:
```
30
Properties=species:S:1:pos:R:3:forces:R:3:mulliken_charge:R:1
O -2.927284 20.643886 -24.109991 1.7589 0.1894 -2.8941 -0.87
H -3.568175 20.690979 -23.400567 -0.9897 0.6837 -0.5749 0.45
H -2.264636 20.029467 -23.794365 -2.2225 1.1702 -1.0058 0.23
O -2.858177 19.897776 -21.883426 -0.2640 -2.5204 2.7261 -0.31
H -2.058206 19.604864 -22.319874 -1.3359 0.0806 0.1643 0.30
H -3.118959 19.156141 -21.337356 -0.0250 -0.2294 0.3596 -0.17
O -4.554613 21.217040 -22.529538 -2.6541 1.2617 -1.3719 -0.63
H -5.467667 21.482302 -22.419082 -0.0778 0.0322 -0.1824 0.31
H -4.428680 20.517540 -21.888395 -0.9157 0.7338 -0.1150 0.61
O -3.329740 19.592638 -19.247191 1.4078 -0.5596 1.1091 -0.54
H -2.382981 19.521818 -19.369081 0.0159 0.0677 0.2608 0.17
H -3.553308 18.859854 -18.673371 -0.1260 -0.4085 0.3354 0.28
O -0.593312 19.064979 -21.214657 1.6232 -0.3242 2.6570 -0.51
H -0.957988 19.324874 -20.368667 -0.0185 0.2059 0.0128 0.17
H 0.337289 18.922891 -21.041387 0.4920 -0.3047 0.2184 0.31
O -5.138962 20.425482 -20.429702 -2.3900 -0.4083 0.7678 -0.78
H -4.480867 19.739359 -20.318427 -0.3839 0.2007 0.5853 0.35
H -4.758924 21.193873 -20.003808 0.2758 0.1581 0.0090 0.31
O -2.769896 16.682026 -20.882997 -0.9501 0.3402 3.6297 -0.67
H -2.568809 15.771805 -21.100489 -0.0556 0.1093 -0.1341 0.26
H -2.702469 17.148371 -21.716186 -0.1496 -0.8180 0.2669 0.50
O -1.263947 19.109021 -23.294842 3.5950 -1.1464 -3.8233 -0.81
H -0.987173 19.622703 -24.053636 0.4773 -0.2266 -0.9873 0.42
H -0.708385 19.418956 -22.579634 1.2222 -0.0068 0.4799 0.26
O -2.744508 22.228337 -21.373339 1.0204 2.0069 1.1290 -0.64
H -1.867059 22.603083 -21.296656 0.2298 0.3911 0.1265 0.28
H -2.602165 21.358389 -21.746399 -0.2911 0.1992 0.0555 0.63
O -2.180302 16.817527 -23.019007 0.3669 -0.9388 -2.9842 -0.71
H -1.549685 16.230729 -23.436391 0.0373 -0.2463 -0.1139 0.30
H -1.797054 17.689353 -23.115298 0.3271 0.3074 -0.7064 0.52
```
Forces are in eV/Å.

Computed properties:
HOMO level in Ha: -0.3400
SMILES: O.O.O.O.O.O.O.O.O.O
Energy relative to the best compared isomer or geometry (same formula, charge and spin) in kcal per mole: 219.2
Strongest force on any atom in hartree/bohr: 0.1045
Electronic energy in eV: -20793.106
Frontier orbital gap in eV: 8.60

No. 4
Density functional theory data (the ωB97M-V functional and the def2-TZVPD basis) for a molecular structure, C3H16F6N2O13S2Y in a non-equilibrium geometry.

XYZ file:
```
43
Properties=species:S:1:pos:R:3:forces:R:3:mulliken_charge:R:1
Y 0.089982 -0.351201 0.104865 -0.1075 2.3149 0.9665 1.53
C -3.135203 2.286202 -1.456599 -0.0131 -0.0722 0.3783 0.65
F -2.363745 1.631083 -2.349691 0.0763 0.1384 -0.1184 -0.20
F -3.465817 3.459760 -1.963621 -0.0572 0.0597 -0.1672 -0.22
F -4.241445 1.558835 -1.301359 -0.0953 -0.1768 0.0864 -0.24
S -2.250386 2.553260 0.159955 0.0288 1.0251 -0.0099 1.28
O -1.448835 1.320558 0.339536 -0.2033 -0.8772 -0.3277 -0.34
O -1.408836 3.685374 -0.135358 0.4249 -0.3412 -0.2946 -0.71
O -3.288207 2.744333 1.115219 -0.0497 -0.4190 -0.0557 -0.61
C -2.128960 -0.095811 3.938076 0.0517 0.8089 0.2121 0.63
F -2.580036 0.316536 5.119065 0.0409 -0.1644 -0.1409 -0.21
F -2.107923 -1.433927 3.933254 -0.0402 -0.1080 -0.1917 -0.24
F -2.962730 0.340920 2.988517 -0.0579 -0.3725 0.0179 -0.19
S -0.455461 0.614060 3.636987 0.4659 -0.0376 0.2899 1.23
O -0.148175 0.067961 2.286527 0.1133 -0.7147 -0.4413 -0.88
O -0.613107 2.029789 3.593380 -0.1676 0.3052 -0.0521 -0.66
O 0.390740 0.055909 4.649813 -0.1341 -0.1868 -0.1384 -0.66
O -1.902908 -1.551776 0.761466 -0.1439 -0.6304 -0.4312 -0.47
H -2.854596 -1.389441 0.723336 0.0711 0.4496 0.2352 0.26
H -1.807481 -2.450532 1.098595 -0.0837 0.0758 0.1935 0.27
O 1.675120 1.480449 0.708342 0.4087 -0.1757 0.1647 -0.41
H 1.623797 2.114789 1.438024 -0.3271 -0.1642 0.1028 0.25
H 2.385200 1.781440 0.133633 -0.1348 0.1345 -0.0858 0.22
O -1.100592 -0.840548 -1.886760 -0.1781 -0.6427 -0.4908 -0.34
H -1.873956 -1.414629 -1.944559 -0.1507 0.2010 0.1199 0.25
H -0.700233 -0.866687 -2.762292 -0.0617 0.2583 -0.0301 0.20
O 1.888937 -1.342278 1.403954 0.1689 -0.7713 -0.3054 -0.35
H 2.784849 -1.013267 1.540255 -0.1384 0.3231 0.1417 0.26
H 2.010174 -2.283351 1.239012 0.2446 -0.0256 0.2665 0.23
O 0.281756 -2.778937 -0.609669 0.2131 -0.4368 0.5668 -0.34
H -0.236803 -3.354544 -1.182720 -0.1122 0.1424 -0.0495 0.27
H 0.771028 -3.387946 -0.042966 -0.0027 -0.1438 -0.1571 0.21
O 0.355562 1.419077 -1.599152 0.5815 -0.0997 -0.6499 -0.30
H 0.218851 2.376604 -1.524373 -0.3962 -0.0441 0.3798 0.27
H 0.748903 1.272192 -2.465464 0.0327 0.1208 0.0086 0.18
C 3.076266 -1.039980 -2.138174 -0.3048 0.8721 -0.4666 0.57
O 2.109213 -0.810817 -1.394331 -0.2379 0.1116 -0.1161 -0.37
N 2.926760 -1.525483 -3.400650 0.9075 -0.2736 0.3057 -0.37
N 4.330601 -0.673347 -1.771373 -0.0985 -0.3596 0.1126 -0.40
H 3.746018 -1.832236 -3.898737 -0.0828 0.1253 -0.1493 0.17
H 2.051843 -1.653942 -3.868731 -0.2524 -0.0814 0.3934 0.18
H 4.443279 -0.156810 -0.918833 -0.0643 -0.1452 0.1220 0.20
H 5.166551 -0.861652 -2.296409 -0.1335 -0.0023 -0.1946 0.17
```
Forces are in eV/Å.

Computed properties:
Total charge: +1
HOMO level in Ha: -0.4453
Energy relative to the best compared isomer or geometry (same formula, charge and spin) in kcal per mole: 34.5
Strongest force on any atom in hartree/bohr: 0.0488
Electronic energy in eV: -71987.790
Frontier orbital gap in eV: 8.03